No. 1
Molecular formula: C25H55AlBClLi2MgO21PS
Method: DFT, ωB97M-V/def2-TZVPD

Structure (ORCA input):
```
! RIJCOSX wB97M-V def2-TZVPD def2/J DEFGRID3
* xyz 1 1
C 3.51 -2.67 3.25
C 3.65 -1.28 3.38
C 2.41 -0.41 3.77
P 1.21 -0.08 2.25
O 0.57 -1.69 2.55
C -0.08 0.64 3.48
C -0.91 1.90 3.10
C -2.40 1.73 3.49
O -3.18 1.28 2.41
C 0.01 0.09 0.71
O -1.21 -0.56 0.98
C -1.62 -1.43 -0.04
C -2.87 -2.22 0.33
C -3.75 -2.50 -0.91
B 2.12 1.63 1.91
O 1.63 2.80 1.35
O 3.53 1.68 2.24
C 4.36 1.18 1.21
C 4.18 1.88 -0.14
H 3.89 -3.33 4.01
H 3.02 -3.03 2.36
H 4.70 -0.87 3.17
H 2.65 0.53 4.34
H 1.85 -1.03 4.46
H 2.19 -0.71 1.34
H 0.90 -2.29 1.88
H -0.77 -0.17 3.71
H 0.41 0.85 4.44
H -0.87 2.25 2.08
H -0.58 2.72 3.74
H -2.75 2.70 3.85
H -2.47 1.07 4.36
H -3.69 0.52 2.70
H -0.14 1.11 0.35
H 0.48 -0.47 -0.12
H -1.81 -0.83 -0.95
H -0.82 -2.15 -0.29
H -3.45 -1.75 1.12
H -2.53 -3.19 0.70
H -3.50 -1.82 -1.72
H -3.61 -3.51 -1.29
H -4.81 -2.40 -0.69
H 1.54 2.76 0.39
H 4.28 0.10 1.05
H 5.39 1.36 1.52
H 3.37 1.42 -0.72
H 3.93 2.94 -0.03
H 5.09 1.81 -0.74
Li 4.46 0.13 4.78
Al 5.50 2.85 -2.38
C 7.34 -3.13 1.12
C 6.35 -1.95 1.00
C 6.81 -1.04 -0.15
O 6.38 -1.25 2.16
H 8.35 -2.78 1.34
H 7.04 -3.81 1.92
H 7.38 -3.70 0.19
H 5.38 -2.40 0.68
H 7.81 -0.63 0.02
H 6.13 -0.20 -0.28
H 6.84 -1.59 -1.10
O -7.12 -0.77 0.44
S -6.76 0.60 0.61
O -6.73 1.20 1.91
O -7.67 1.49 -0.35
C -9.10 1.33 -0.27
C -9.70 2.05 0.92
C -5.23 0.90 -0.20
H -9.35 0.27 -0.26
H -9.50 1.75 -1.19
H -9.39 1.59 1.86
H -10.78 2.02 0.87
H -9.37 3.09 0.94
H -5.28 0.50 -1.20
H -4.45 0.40 0.37
H -5.04 1.97 -0.21
C -14.46 0.89 -1.26
C -14.04 2.33 -1.42
C -14.24 2.91 -2.80
O -13.30 3.99 -2.79
C -12.26 3.59 -2.00
O -11.19 4.10 -1.97
O -12.63 2.52 -1.25
H -14.03 0.46 -0.35
H -15.55 0.82 -1.17
H -14.15 0.26 -2.09
H -14.56 2.92 -0.67
H -15.25 3.27 -2.97
H -13.96 2.23 -3.60
O 8.28 -2.96 -1.95
C 8.50 -2.33 -2.98
C 9.61 -3.34 -3.98
O 9.84 -2.69 -5.00
H 9.03 -1.36 -2.89
H 7.65 -2.12 -3.66
H 9.08 -4.30 -4.07
H 10.45 -3.55 -3.30
Li 4.94 -2.06 6.22
O 12.56 -3.00 -7.06
Cl 11.76 -2.83 -8.21
O 10.70 -1.92 -7.99
O 11.14 -4.17 -8.54
O 12.54 -2.47 -9.36
Mg 11.19 -5.18 -10.11
C 8.13 3.48 0.54
O 7.25 2.56 0.39
O 7.59 4.69 1.00
O 9.33 3.44 0.34
H 6.67 4.40 1.07
*
```

The total energy comes out at -115556.42293 eV.

Atomic partial charges in e from the Mulliken method, atoms 1 to 6:
1 C -0.6040
2 C -0.6006
3 C -0.6989
4 P 0.8692
5 O -0.7625
6 C -1.9275


No. 2
Molecular formula: C6H6ClN2O
Method: DFT, ωB97M-V/def2-TZVPD

Structure (ORCA input):
```
! RIJCOSX wB97M-V def2-TZVPD def2/J DEFGRID3
* xyz 1 1
C 0.36 -0.23 -1.60
C 1.41 -0.75 -0.83
C -0.59 0.65 -1.06
C -0.74 0.45 0.41
C 0.28 -0.39 1.17
C 0.14 -0.59 2.61
N 1.44 -0.70 0.55
N -1.34 1.52 -1.76
O 1.05 -1.09 3.21
Cl -2.00 1.14 1.18
H 0.57 -0.37 -2.59
H 2.05 -1.41 -1.44
H -0.78 -0.26 3.02
H 2.06 -1.28 1.12
H -1.73 1.33 -2.65
H -2.17 1.96 -1.34
*
```

The total energy comes out at -23861.37904 eV. The SMILES is [NH2+]=c1cc[nH]c(C=O)c1Cl.

Atomic partial charges in e from the Mulliken method, atoms 1 to 6:
1 C -0.5959
2 C -0.2359
3 C 0.5538
4 C 0.4292
5 C 0.1832
6 C -0.1384


No. 3
Molecular formula: C3H9N3O
Method: DFT, ωB97M-V/def2-TZVPD

Structure (ORCA input):
```
! RIJCOSX wB97M-V def2-TZVPD def2/J DEFGRID3
* xyz 0 1
C -1.64 1.03 0.56
C 0.63 1.55 -0.54
C -0.48 0.50 -0.32
N 0.02 -0.62 0.37
N 0.94 -2.67 0.55
N 0.69 -1.59 -0.27
O 1.22 -1.60 -1.35
H -1.60 0.45 1.49
H -1.31 2.10 0.71
H -2.69 0.76 0.04
H 1.51 1.07 -0.71
H 0.62 2.20 0.39
H 0.37 2.16 -1.42
H -0.79 0.32 -1.30
H 0.91 -2.32 1.52
H 1.62 -3.33 0.28
*
```

The total energy comes out at -9770.55480 eV. The SMILES is CC(C)/N=[N+](/N)[O-].

Atomic partial charges in e from the Mulliken method, atoms 1 to 6:
1 C -0.9386
2 C -1.3208
3 C 0.4291
4 N -0.7082
5 N -0.5581
6 N 1.0655